A structure of composition C46H56BiBrF6N6O4S2Si, computed with ωB97M-V/def2-TZVPD.

Values from the calculation:
Energy above the lowest of the compared OMol25 structures with the same formula, charge and spin (kcal per mole): 0.0
Total charge: 0
HOMO (Ha): -0.2254
LUMO (Eh): -0.0646

Geometry as XYZ:
```
123
Properties=species:S:1:pos:R:3:forces:R:3:nbo_charge:R:1
Bi 0.027 0.798 1.974 -0.1 -0.1 -0.2 1.778
C -2.696 3.748 -3.527 -0.2 0.0 -0.1 -1.116
Si -0.893 3.762 -3.040 -0.1 0.0 -0.1 1.651
C -0.599 5.167 -1.859 0.1 -0.1 0.2 -1.120
C 0.167 4.102 -4.554 0.1 0.0 -0.2 -1.111
C -0.481 1.986 -2.540 0.1 0.0 0.3 -0.546
C -0.535 1.040 -3.554 0.0 0.1 0.0 -0.096
C -0.270 -0.304 -3.312 0.1 0.0 -0.1 -0.351
C 0.052 -0.664 -2.018 0.0 0.1 0.2 0.055
N 0.103 0.203 -1.010 -0.1 -0.1 -0.1 -0.502
C -0.162 1.500 -1.243 0.1 0.0 0.1 0.115
S -0.036 2.578 0.132 -0.1 0.4 -0.7 -0.276
H -2.998 4.712 -3.951 0.0 -0.1 0.0 0.232
H -3.315 3.556 -2.646 0.0 0.0 -0.1 0.252
H -2.912 2.968 -4.264 0.0 0.1 0.1 0.228
H -0.777 6.104 -2.397 0.0 0.0 0.0 0.231
H 0.425 5.172 -1.477 -0.1 0.0 0.0 0.250
H -1.268 5.121 -0.998 0.1 0.0 -0.1 0.262
H -0.046 5.100 -4.952 0.0 -0.1 0.0 0.234
H 0.000 3.378 -5.359 0.0 0.1 0.1 0.214
H 1.228 4.067 -4.284 -0.1 0.0 0.0 0.236
H -0.796 1.353 -4.564 0.0 0.0 0.1 0.188
H -0.344 -1.047 -4.098 0.0 0.0 0.0 0.196
H 0.277 -1.694 -1.764 0.0 -0.1 0.0 0.192
C 3.872 -4.736 -1.621 0.0 0.1 0.0 -0.621
C 4.887 -3.686 -1.183 -0.2 0.0 0.0 -0.203
N 4.261 -2.458 -0.703 -0.1 0.0 0.2 -0.395
C 3.880 -2.386 0.622 0.1 0.0 -0.2 0.088
C 3.209 -1.359 1.181 0.0 -0.7 0.2 -0.249
C 2.606 -1.487 2.582 0.7 0.5 0.0 0.795
O 3.374 -1.785 3.514 -0.6 -0.1 -0.4 -0.722
O 1.379 -1.217 2.585 0.3 -0.6 0.3 -0.768
C 2.946 -0.199 0.395 0.0 -0.1 -0.4 0.509
O 2.365 0.800 0.786 -0.2 0.7 0.4 -0.625
C 3.374 -0.261 -1.011 0.2 -0.1 -0.1 -0.083
C 3.120 0.841 -1.822 -0.1 0.2 0.2 -0.226
C 3.334 0.761 -3.163 0.0 0.0 -0.1 0.382
F 3.135 1.852 -3.943 0.0 0.0 0.0 -0.337
C 3.730 -0.436 -3.760 0.0 0.0 -0.1 0.080
C 4.051 -1.515 -2.954 0.1 -0.1 0.0 -0.307
C 3.926 -1.426 -1.557 0.0 0.0 0.0 0.260
N 3.739 -0.594 -5.178 0.1 0.0 -0.1 -0.472
C 4.988 -0.876 -5.865 -0.2 0.1 0.0 -0.235
C 4.673 -1.867 -7.019 0.1 0.1 0.1 -0.229
N 3.179 -1.918 -7.141 0.1 0.2 0.1 -0.501
C 2.622 -0.538 -7.329 0.0 0.1 0.1 -0.236
C 2.863 0.231 -6.000 0.0 -0.2 0.0 -0.239
H 4.377 -5.640 -1.967 0.0 0.0 0.0 0.216
H 3.238 -4.357 -2.425 0.0 0.0 0.0 0.200
H 3.223 -5.001 -0.786 0.0 0.0 0.0 0.229
H 5.570 -3.435 -1.993 0.1 0.0 0.0 0.194
H 5.497 -4.073 -0.369 0.0 0.0 0.0 0.218
H 4.156 -3.241 1.228 0.0 0.0 -0.1 0.224
H 2.739 1.749 -1.363 0.0 -0.1 0.0 0.282
H 4.351 -2.444 -3.425 0.0 0.0 0.0 0.206
H 5.701 -1.313 -5.174 0.0 0.0 0.0 0.245
H 5.431 0.039 -6.273 0.0 0.0 0.0 0.199
H 5.022 -2.876 -6.811 0.0 0.0 0.0 0.228
H 5.081 -1.539 -7.971 0.0 0.0 -0.1 0.225
H 2.857 -2.201 -6.207 -0.1 -0.1 0.0 0.456
H 2.864 -2.577 -7.847 0.0 0.0 -0.1 0.438
H 1.566 -0.621 -7.572 0.0 0.0 0.0 0.238
H 3.140 -0.085 -8.171 0.0 -0.1 0.0 0.220
H 1.926 0.390 -5.471 0.0 0.0 0.0 0.256
H 3.292 1.209 -6.225 0.0 0.0 0.0 0.215
C -6.477 -3.397 3.647 0.0 0.0 0.0 -0.596
C -6.508 -1.885 3.919 0.0 0.0 -0.1 -0.068
C -7.838 -1.310 3.407 0.0 0.0 0.0 -0.595
C -6.438 -1.675 5.431 0.0 0.0 0.0 -0.604
C -5.345 -1.201 3.195 -0.1 0.0 0.0 -0.076
C -4.447 -0.366 3.834 0.0 0.1 0.0 -0.231
C -3.429 0.219 3.101 0.1 0.1 0.0 -0.177
Br -2.236 1.398 3.989 -0.2 0.1 0.3 0.118
C -3.184 0.017 1.734 0.0 0.1 -0.2 0.386
O -2.178 0.600 1.120 -0.3 -0.4 0.3 -0.885
C -4.127 -0.834 1.081 -0.1 0.0 0.0 -0.097
C -5.160 -1.391 1.823 0.0 0.0 0.0 -0.157
C -3.959 -1.181 -0.401 0.0 0.1 0.0 -0.080
C -3.842 0.088 -1.264 0.0 0.0 0.0 -0.603
C -5.133 -1.995 -0.946 0.0 0.0 0.0 -0.602
C -2.694 -2.038 -0.532 0.0 0.0 -0.1 -0.597
H -7.269 -3.900 4.211 0.0 0.0 0.0 0.199
H -5.515 -3.820 3.948 0.0 0.0 0.0 0.213
H -6.628 -3.619 2.589 0.0 0.0 0.0 0.203
H -8.684 -1.769 3.930 0.0 0.0 0.0 0.198
H -7.958 -1.493 2.336 0.0 0.0 0.0 0.205
H -7.874 -0.230 3.570 0.0 0.0 0.0 0.212
H -7.272 -2.194 5.910 0.0 0.0 0.0 0.204
H -6.510 -0.617 5.694 0.0 -0.1 0.0 0.209
H -5.507 -2.071 5.843 0.0 0.0 0.0 0.214
H -4.522 -0.140 4.889 0.0 0.0 0.0 0.222
H -5.871 -2.022 1.306 0.0 0.0 0.0 0.193
H -4.782 0.648 -1.238 0.0 0.0 0.0 0.202
H -3.635 -0.187 -2.305 0.0 0.0 0.0 0.185
H -3.044 0.736 -0.906 0.0 0.0 0.0 0.245
H -6.078 -1.455 -0.847 0.0 0.0 0.0 0.208
H -5.229 -2.963 -0.447 0.0 0.0 0.0 0.203
H -4.965 -2.185 -2.010 0.0 0.0 0.0 0.201
H -1.825 -1.492 -0.171 0.0 0.0 0.0 0.230
H -2.531 -2.316 -1.580 0.0 0.0 0.0 0.184
H -2.799 -2.954 0.055 0.0 0.0 0.0 0.205
F -0.953 4.099 2.832 0.0 -0.1 0.0 -0.322
C 0.255 3.848 3.375 -0.1 0.0 -0.1 0.370
C 0.897 2.650 3.147 0.0 0.1 -0.1 -0.581
C 2.156 2.528 3.693 0.0 -0.2 0.0 0.387
F 2.868 1.399 3.510 0.0 0.1 0.0 -0.323
C 2.739 3.509 4.468 0.1 0.0 0.0 0.238
F 3.954 3.339 5.009 0.1 0.0 0.0 -0.305
C 2.050 4.684 4.700 0.0 0.0 0.0 0.275
F 2.598 5.649 5.446 0.0 0.0 0.1 -0.297
C 0.798 4.858 4.149 -0.1 0.1 0.0 0.234
F 0.131 5.999 4.368 0.0 0.0 0.0 -0.300
C 3.430 0.711 8.470 -0.1 0.0 -0.1 -0.425
N 2.195 0.854 7.731 0.0 0.0 0.0 -0.605
C 1.946 0.299 6.524 0.3 -0.3 -0.3 0.311
N 2.962 -0.354 5.941 -0.3 0.3 0.7 -0.795
S 0.437 0.447 5.790 0.0 0.0 0.3 -0.339
H 3.389 1.356 9.343 0.0 0.0 0.0 0.216
H 4.286 1.026 7.869 0.0 0.0 0.0 0.198
H 3.597 -0.315 8.810 0.0 0.0 0.0 0.189
H 1.393 1.273 8.164 0.0 0.1 0.0 0.415
H 3.850 -0.466 6.395 0.0 0.0 0.0 0.380
H 2.820 -0.829 5.066 0.0 -0.3 -0.5 0.457
```
Forces are in eV/Å.


A structure of composition C46H56CaN5O5, computed with ωB97M-V/def2-TZVPD.

Values from the calculation:
Total charge: -1
HOMO (alpha / beta) (Ha): -0.1150 / -0.1142
LUMO (alpha / beta) (Eh): 0.0537 / 0.0537

Geometry as XYZ:
```
113
Properties=species:S:1:pos:R:3:forces:R:3:lowdin_charge:R:1
Ca 0.345 0.862 -1.264 -1.0 -0.1 1.9 1.314
C -1.956 2.618 4.786 -0.3 0.5 1.2 -0.105
C -2.429 3.561 3.660 0.3 -1.4 -0.1 -0.195
C -2.342 2.823 2.351 0.9 0.0 -1.9 -0.108
C -3.290 2.172 1.598 0.2 1.3 0.8 -0.171
C -4.703 1.942 1.970 -1.3 -0.2 0.2 -0.211
C -5.745 2.958 1.408 1.4 -0.8 -0.7 -0.088
C -2.635 1.513 0.490 1.0 -0.6 0.5 -0.236
N -1.282 1.600 0.644 -0.6 0.2 -0.9 0.072
C -1.049 2.480 1.643 -0.2 0.1 1.5 -0.233
C 0.218 2.794 2.191 -0.4 -0.3 -0.8 0.055
C 1.351 1.953 1.932 -1.2 0.0 -0.2 -0.237
C 2.512 2.049 2.767 2.0 -2.2 -0.8 -0.144
C 2.793 3.047 3.820 0.4 1.8 0.2 -0.217
C 2.029 2.971 5.176 -0.5 0.3 -1.3 -0.090
C 3.351 0.983 2.342 -0.1 1.8 1.3 -0.113
C 2.600 0.268 1.375 -0.5 -0.2 -1.4 -0.277
C 3.104 -0.924 0.828 -2.4 -0.6 -0.9 0.032
C 2.361 -1.845 0.031 -0.5 0.8 0.3 -0.254
N 1.184 -1.541 -0.633 0.5 -2.5 -0.3 0.064
C 0.743 -2.791 -1.135 -0.5 2.7 -0.9 -0.221
C -0.479 -2.906 -1.928 1.7 -0.4 0.9 0.025
C -1.617 -2.166 -1.611 -1.3 0.2 0.0 -0.255
N -1.628 -0.853 -1.210 -1.2 -1.0 0.0 0.056
C -2.948 -0.576 -0.917 1.3 0.7 0.9 -0.240
C -3.368 0.655 -0.345 -0.5 -0.4 -1.1 0.027
C -3.792 -1.764 -0.971 1.2 -0.3 -1.6 -0.158
C -2.987 -2.782 -1.468 0.1 1.9 0.0 -0.118
C -3.374 -4.211 -1.701 0.5 0.5 -1.0 -0.217
C -3.060 -5.140 -0.551 -1.3 -0.5 1.0 -0.102
C -5.254 -1.803 -0.641 0.3 -0.1 -0.4 -0.196
C -5.508 -2.851 0.447 -0.1 0.9 1.0 -0.102
C 1.620 -3.852 -0.743 1.2 -0.3 0.1 -0.161
C 2.648 -3.265 -0.018 -0.5 -0.5 -0.3 -0.160
C 3.697 -4.042 0.741 1.1 0.5 -0.3 -0.206
C 3.372 -4.148 2.256 -1.2 -0.2 -0.7 -0.096
C 1.432 -5.326 -1.093 -0.4 0.9 -0.2 -0.195
C 1.627 -5.520 -2.602 -0.6 -0.6 -0.3 -0.111
N 1.387 0.882 1.057 1.4 0.4 1.8 0.060
C 4.827 0.636 2.649 -1.4 1.9 -0.8 -0.205
C 5.015 -0.030 3.980 0.2 -0.7 0.0 -0.109
H -1.778 3.221 5.718 -0.2 -0.6 -0.6 0.075
H -2.672 1.821 5.018 0.0 0.2 -0.1 0.069
H -1.018 2.126 4.535 0.0 0.1 -0.2 0.054
H -3.450 3.888 3.775 -0.4 0.1 0.4 0.091
H -1.797 4.437 3.767 0.1 0.2 -0.7 0.097
H -4.994 0.893 1.711 0.2 0.8 0.2 0.109
H -4.781 2.027 3.056 0.0 -0.2 0.1 0.096
H -5.901 2.762 0.326 -0.3 0.2 0.6 0.069
H -6.648 2.907 1.997 -0.5 0.1 -0.1 0.053
H -5.275 3.934 1.483 -0.3 0.3 0.1 0.065
H 0.316 3.691 2.883 -0.1 -1.5 -0.8 0.119
H 3.875 3.066 4.052 -0.3 -0.3 -0.1 0.101
H 2.632 4.070 3.383 -0.1 -0.7 0.4 0.118
H 2.060 1.951 5.544 -0.3 -0.2 0.1 0.066
H 2.532 3.610 5.883 0.1 0.3 0.4 0.050
H 0.976 3.346 5.060 0.9 -0.6 0.2 0.059
H 4.050 -1.312 1.106 0.7 -0.1 0.5 0.076
H -0.456 -3.653 -2.751 -0.7 0.0 1.3 0.088
H -4.413 0.953 -0.638 0.9 -0.4 1.2 0.114
H -4.431 -4.244 -2.018 0.2 -0.1 0.4 0.106
H -2.825 -4.549 -2.584 0.1 -0.1 -0.1 0.100
H -3.204 -4.628 0.397 0.1 0.2 0.1 0.066
H -3.809 -5.947 -0.515 0.3 -0.1 -0.1 0.069
H -2.078 -5.583 -0.506 0.4 0.1 -0.4 0.052
H -5.557 -0.782 -0.320 0.0 -0.8 -0.1 0.095
H -5.769 -2.058 -1.588 -0.2 0.2 0.5 0.113
H -4.739 -2.702 1.241 -0.5 -0.4 -0.5 0.097
H -6.482 -2.738 0.921 -0.2 0.3 0.1 0.057
H -5.520 -3.874 0.113 0.5 -0.4 -0.4 0.048
H 3.818 -5.028 0.228 0.0 0.6 0.7 0.094
H 4.723 -3.522 0.657 -1.4 -0.7 0.0 0.122
H 2.383 -4.637 2.473 0.7 0.5 -0.5 0.089
H 4.090 -4.754 2.771 0.7 -0.1 0.4 0.045
H 3.326 -3.128 2.646 0.1 -0.2 0.2 0.056
H 2.128 -6.014 -0.577 -0.4 0.5 0.0 0.099
H 0.402 -5.568 -0.802 0.2 -0.3 -0.1 0.092
H 2.678 -5.370 -2.810 0.3 0.3 -0.3 0.063
H 1.408 -6.570 -2.893 -0.1 0.5 0.1 0.069
H 1.003 -4.826 -3.226 0.7 -0.7 0.6 0.064
H 5.088 0.014 1.774 0.7 0.5 0.7 0.089
H 5.398 1.614 2.644 -0.4 -1.1 -0.3 0.121
H 4.662 -1.059 3.914 0.3 -0.3 0.0 0.065
H 6.064 0.022 4.291 -0.2 -0.3 0.2 0.069
H 4.367 0.395 4.730 0.0 0.5 0.4 0.061
O -1.405 0.276 -5.632 -1.7 0.5 0.1 0.089
C -0.792 0.608 -4.487 -0.1 2.3 2.5 -0.414
O -1.321 1.200 -3.535 1.2 -2.2 -2.7 0.086
C 0.733 0.449 -4.596 0.3 -1.0 1.0 -0.125
C 1.334 0.324 -5.850 -0.5 0.4 -0.1 0.006
C 2.712 0.404 -5.922 0.3 0.1 0.5 -0.037
C 3.458 0.483 -4.746 -0.1 0.1 0.9 0.014
C 2.793 0.553 -3.513 -1.1 -0.2 -0.9 -0.141
N 1.447 0.482 -3.440 0.1 0.7 -1.6 0.130
C 3.477 0.888 -2.207 0.3 -0.5 1.1 -0.406
O 4.839 0.783 -2.123 -0.3 0.0 -0.5 0.117
O 2.875 1.219 -1.222 0.4 0.0 -1.4 0.092
H -2.346 0.633 -5.583 1.5 -0.7 0.1 0.169
H 0.711 0.246 -6.756 0.5 0.2 0.6 0.127
H 3.175 0.505 -6.887 0.3 -0.4 -0.2 0.107
H 4.546 0.501 -4.671 -0.3 0.2 -0.8 0.108
H 5.253 0.406 -2.915 -0.3 0.1 0.3 0.093
C -1.231 4.975 -1.858 -1.2 1.0 2.2 -0.078
C 0.103 4.341 -1.759 2.3 -3.0 1.9 -0.616
C 0.958 4.708 -2.928 0.7 0.4 -0.2 -0.086
O 0.223 2.937 -1.599 -1.4 0.0 -1.4 -0.497
H -1.198 6.067 -1.588 0.3 -0.7 -0.5 0.085
H -1.937 4.576 -1.091 0.4 -0.1 -0.7 0.083
H -1.633 4.878 -2.834 -0.7 -0.2 -1.0 0.047
H 0.573 4.490 -0.778 0.1 2.0 0.0 0.123
H 0.324 4.685 -3.805 0.0 0.0 -0.6 0.061
H 1.825 4.054 -3.084 -0.4 -0.1 0.3 0.067
H 1.351 5.695 -2.772 0.2 0.9 -0.3 0.056
```
Forces are in eV/Å.


Listing DFT total energy for the structures above in their given order: -6889.65466 -3114.11168 hartree.